--- w ---
C6H8S | the ωB97M-V functional and the def2-TZVPD basis

Values from the calculation:
highest occupied orbital energy = -7.64 eV

ORCA input file:
```
! RIJCOSX wB97M-V def2-TZVPD def2/J DEFGRID3
* xyz 0 1
C 0.68400 -1.32698 -0.16916
C 2.04481 -1.27360 -0.24608
C 0.44807 1.03268 -0.83645
C 1.47767 1.22576 0.20491
C -0.08608 -0.16085 -0.10035
C -1.40629 -0.08342 0.60106
S 2.82307 0.17789 0.25527
H 0.20396 -2.29471 -0.12437
H 2.69316 -2.10134 -0.46323
H -0.25877 1.85546 -0.89410
H 0.85036 0.80514 -1.82406
H 1.39610 1.96862 0.97543
H -2.13449 0.46973 0.00620
H -1.30814 0.42119 1.56418
H -1.79630 -1.08046 0.79776
*
```

=====

--- x ---
C6H8S | the ωB97M-V functional and the def2-TZVPD basis

Values from the calculation:
highest occupied orbital energy = -8.20 eV
SMILES = C1=CS[C@@H]2C[C@@H]2C1

ORCA input file:
```
! RIJCOSX wB97M-V def2-TZVPD def2/J DEFGRID3
* xyz 0 1
C 1.06506 1.54023 -0.04581
C 2.17371 0.85930 -0.23655
S 1.73810 -1.17747 0.02695
C -0.39947 -1.70524 0.44008
C -1.07570 -1.31661 -0.81476
C -1.03283 -0.39236 0.48136
C -0.32026 1.06033 0.38907
H 1.00750 2.58373 0.03219
H 3.18081 1.19730 -0.33683
H -0.60157 -2.58302 1.05143
H -1.88215 -1.95832 -1.14382
H -0.51849 -0.92487 -1.59192
H -2.02424 -0.37955 0.89012
H -0.39636 1.69985 1.30742
H -0.91411 1.49667 -0.44891
*
```

=====

--- y ---
C6H8S | the ωB97M-V functional and the def2-TZVPD basis

Values from the calculation:
highest occupied orbital energy = -8.04 eV
SMILES = C=C(C)C1=C[C@@H]1S

ORCA input file:
```
! RIJCOSX wB97M-V def2-TZVPD def2/J DEFGRID3
* xyz 0 1
C 2.25127 -0.74407 -0.46849
C 1.14530 -0.07094 -0.14415
C 0.85167 1.44106 0.17625
C -0.05677 -0.84638 -0.05029
C -1.07608 -1.70976 -0.03562
C -1.81597 -0.53412 0.40741
S -2.99260 0.54470 -0.62841
H 3.25720 -0.23276 -0.41722
H 2.15761 -1.90753 -0.42717
H 0.23947 1.70680 -0.74975
H 1.81207 1.90275 0.04815
H 0.40053 1.76090 1.07729
H -1.49193 -2.67661 -0.33599
H -1.78600 -0.28299 1.44236
H -2.89577 1.64893 0.10563
*
```

=====

Least stable = x

=====

--- w ---
C4H9FN2 | the ωB97M-V functional and the def2-TZVPD basis

Values from the calculation:
highest occupied orbital energy = -8.88 eV

ORCA input file:
```
! RIJCOSX wB97M-V def2-TZVPD def2/J DEFGRID3
* xyz 0 1
C -1.11936 0.48653 0.03927
C -0.06246 -0.64538 0.25323
C 1.78313 0.34812 -0.28751
C 1.05575 -0.03581 1.14112
H -3.12786 -0.57309 0.05986
H -1.89484 -0.77569 -1.50757
H -0.54802 1.27664 -0.44666
H -1.20492 1.11499 0.97914
H -0.57203 -1.45098 0.78057
H 0.70342 -1.25225 -1.78726
H 2.85505 0.31538 -0.56235
H 1.17025 1.44977 -0.65512
H 1.55172 -0.68768 1.86795
N -2.29077 0.05043 -0.76952
N 0.96762 -0.94996 -0.76813
F 0.73331 1.32899 1.66298
*
```

=====

--- x ---
C4H9FN2 | the ωB97M-V functional and the def2-TZVPD basis

Values from the calculation:
highest occupied orbital energy = -9.21 eV
SMILES = N[C@@H]1C[C@H](N)[C@@H]1F

ORCA input file:
```
! RIJCOSX wB97M-V def2-TZVPD def2/J DEFGRID3
* xyz 0 1
N -1.23142 1.15721 1.62658
C -0.06559 0.67302 0.97072
C 0.26178 0.92878 -0.53828
C 0.73269 -0.56967 -0.60065
N 0.38568 -1.29226 -1.78901
C -0.12498 -0.87720 0.68100
F -1.40015 -1.18157 0.33548
H -2.06889 0.91877 1.08304
H -1.19221 2.17713 1.51925
H 0.79146 0.78635 1.69774
H -0.60389 1.10942 -1.14868
H 1.07411 1.65255 -0.74285
H 1.76455 -0.68019 -0.24664
H 0.86238 -0.89029 -2.58638
H 0.65459 -2.28897 -1.70127
H 0.15989 -1.62305 1.43996
*
```

=====

Least stable = w

=====

--- w ---
C24H30N6O4 | the ωB97M-V functional and the def2-TZVPD basis

Values from the calculation:
highest occupied orbital energy = -7.97 eV
SMILES = COc1ccc(Cn2nnnc2[C@@H](c2cc(OC)ccc2OC)N2CCC(C(N)=O)CC2)cc1

ORCA input file:
```
! RIJCOSX wB97M-V def2-TZVPD def2/J DEFGRID3
* xyz 0 1
C -5.41896 0.02116 -1.56610
O -5.03016 0.46736 -0.28019
C -3.85286 1.13907 -0.16177
C -2.98094 1.40697 -1.21090
C -1.80148 2.08942 -0.96863
C -1.46877 2.52229 0.30604
C -0.15612 3.21424 0.57502
N 0.63703 2.46838 1.51834
N 0.98119 2.95651 2.71260
N 1.66295 2.06997 3.30778
N 1.80231 0.98400 2.56078
C 1.15982 1.21897 1.43773
C 1.04229 0.34048 0.24455
C 2.43923 0.20840 -0.32498
C 3.29658 -0.73411 0.21558
C 4.59349 -0.86470 -0.26358
O 5.50873 -1.75875 0.20310
C 5.13834 -2.57448 1.28958
C 5.01301 -0.03136 -1.29783
C 4.16544 0.92018 -1.82953
C 2.87095 1.06081 -1.34312
O 1.96876 1.99971 -1.79223
C 2.34115 2.80372 -2.88541
N 0.48614 -0.97281 0.55759
C -0.62618 -0.91169 1.48777
C -1.09369 -2.32307 1.82130
C -1.60646 -3.00695 0.55245
C -2.83222 -2.30146 -0.02725
N -3.85407 -2.13763 0.84111
O -2.92441 -1.94856 -1.18505
C -0.45412 -3.02297 -0.45330
C 0.08250 -1.61448 -0.68557
C -2.34986 2.26219 1.35098
C -3.52460 1.57775 1.12338
H -6.38826 -0.45657 -1.42954
H -5.52634 0.85949 -2.25991
H -4.69976 -0.70379 -1.95835
H -3.19628 1.07000 -2.21108
H -1.12828 2.28177 -1.79219
H 0.41386 3.32787 -0.35175
H -0.31405 4.19657 1.02954
H 0.40760 0.85884 -0.49270
H 2.90772 -1.34451 1.01227
H 4.31170 -3.24169 1.02507
H 4.85678 -1.97603 2.16108
H 6.02030 -3.16822 1.52525
H 6.01903 -0.13550 -1.67142
H 4.53141 1.55409 -2.62109
H 1.47308 3.42394 -3.10808
H 3.18959 3.45007 -2.63883
H 2.58586 2.19931 -3.76406
H -0.28526 -0.42576 2.40402
H -1.47289 -0.33207 1.07579
H -0.24455 -2.88888 2.20781
H -1.85180 -2.27901 2.60505
H -1.91148 -4.03557 0.78045
H -3.77167 -2.38083 1.81115
H -4.64304 -1.57616 0.55803
H -0.79708 -3.42434 -1.40733
H 0.34448 -3.65893 -0.06889
H 0.96039 -1.66162 -1.33518
H -0.69242 -1.01959 -1.19711
H -2.10458 2.58970 2.35103
H -4.20907 1.36885 1.93075
*
```

=====

--- x ---
C24H30N6O4 | the ωB97M-V functional and the def2-TZVPD basis

Values from the calculation:
highest occupied orbital energy = -8.14 eV
SMILES = [H]/N=c1/c(C(=O)NC[C@@H]2CCCO2)cc2c(=O)n3cccc(C)c3nc2n1CCN1CCOCC1

ORCA input file:
```
! RIJCOSX wB97M-V def2-TZVPD def2/J DEFGRID3
* xyz 0 1
H 1.76112 -0.80361 1.02762
N 1.55837 -1.08364 0.07794
C 0.50478 -0.60666 -0.46150
C 0.13712 -0.97122 -1.81874
C 0.98063 -1.83721 -2.70885
O 0.68424 -1.99104 -3.88377
N 2.03577 -2.42620 -2.12363
C 2.97066 -3.23444 -2.85764
C 4.29223 -2.48530 -3.13486
C 4.10684 -1.35753 -4.15217
C 4.24136 -2.10300 -5.48120
C 5.12758 -3.30847 -5.12387
O 5.25214 -3.34931 -3.70931
C -1.02600 -0.51915 -2.35670
C -1.90840 0.30871 -1.62575
C -3.14828 0.74925 -2.18625
O -3.59625 0.49072 -3.28160
N -3.91389 1.59770 -1.30456
C -5.10637 2.06311 -1.76537
C -5.89030 2.86603 -1.00636
C -5.45951 3.22321 0.28867
C -4.26767 2.76743 0.77126
C -3.75808 3.10484 2.13251
C -3.45547 1.92379 -0.04927
N -2.31129 1.49501 0.42748
C -1.54052 0.70334 -0.33484
N -0.35742 0.29277 0.19271
C -0.02118 0.76768 1.52107
C -0.51491 -0.22266 2.60114
N -0.17343 0.10143 3.96300
C 1.24124 0.04124 4.28043
C 1.39297 0.11425 5.80163
O 0.82584 1.29690 6.31392
C -0.53968 1.37640 5.98127
C -0.74305 1.33735 4.46476
H 2.22435 -2.15641 -1.15777
H 3.19931 -4.14102 -2.28942
H 2.49766 -3.51119 -3.80243
H 4.70595 -2.13537 -2.18246
H 4.90279 -0.62065 -4.03858
H 3.14383 -0.86544 -4.04710
H 3.26196 -2.43118 -5.82615
H 4.69110 -1.48693 -6.25674
H 6.13865 -3.21579 -5.53314
H 4.69438 -4.24950 -5.48348
H -1.28822 -0.80219 -3.36566
H -5.35342 1.73681 -2.76527
H -6.83060 3.22494 -1.38916
H -6.08134 3.86147 0.89782
H -3.60716 2.19195 2.70503
H -2.79256 3.60029 2.05506
H -4.45510 3.75067 2.65824
H -0.51771 1.72895 1.65434
H 1.06018 0.91373 1.58539
H -0.11489 -1.21885 2.38822
H -1.60529 -0.27525 2.53190
H 1.65043 -0.90382 3.91786
H 1.80684 0.87686 3.83291
H 2.44613 0.13048 6.08634
H 0.90248 -0.76108 6.25249
H -0.90261 2.31746 6.39785
H -1.08461 0.53660 6.43763
H -1.80954 1.35573 4.23533
H -0.26420 2.22699 4.02182
*
```

=====

Least stable = w

=====

--- w ---
C18H24N4O2S | the ωB97M-V functional and the def2-TZVPD basis

Values from the calculation:
highest occupied orbital energy = -8.17 eV
SMILES = CCOc1ccccc1N1CCN(CC(=O)Nc2ncc(C)s2)CC1

ORCA input file:
```
! RIJCOSX wB97M-V def2-TZVPD def2/J DEFGRID3
* xyz 0 1
C -4.22931 -3.11045 0.05394
C -4.12576 -1.70046 -0.50386
O -4.32763 -0.78511 0.56394
C -4.15439 0.54468 0.22135
C -5.27633 1.35718 0.23057
C -5.18965 2.69710 -0.10268
C -3.96279 3.22368 -0.45912
C -2.83183 2.42790 -0.45042
C -2.89114 1.07974 -0.09861
N -1.76312 0.24974 -0.10183
C -1.44976 -0.43121 1.14223
C -0.52640 -1.61450 0.86915
N 0.69095 -1.13283 0.23924
C 1.69345 -2.16380 0.05642
C 3.07196 -1.55032 -0.13187
O 3.98276 -2.08459 -0.72626
N 3.19468 -0.33664 0.46758
C 4.34861 0.40132 0.42869
N 4.46797 1.56854 0.95948
C 5.72008 2.05840 0.76785
C 6.57705 1.26091 0.08010
C 7.99372 1.51915 -0.28190
S 5.77048 -0.22045 -0.37100
C 0.35392 -0.47914 -1.01513
C -0.55586 0.71787 -0.74611
H -5.20196 -3.25451 0.51624
H -3.46358 -3.27270 0.80832
H -4.10369 -3.83510 -0.74591
H -4.89611 -1.53660 -1.27202
H -3.14325 -1.53424 -0.96282
H -6.22268 0.91087 0.49625
H -6.07336 3.31616 -0.09523
H -3.87602 4.26482 -0.73249
H -1.88257 2.87362 -0.70271
H -2.37144 -0.77917 1.60665
H -0.94247 0.25872 1.83692
H -0.26760 -2.09480 1.81571
H -1.04543 -2.34924 0.23153
H 1.73929 -2.77983 0.96028
H 1.48750 -2.83328 -0.79382
H 2.37614 0.05632 0.91936
H 5.95123 3.02996 1.16545
H 8.30034 2.49462 0.08818
H 8.64309 0.75765 0.14861
H 8.12285 1.49452 -1.36339
H 1.27238 -0.13796 -1.49805
H -0.15877 -1.17711 -1.69959
H -0.81487 1.18564 -1.69756
H -0.01070 1.44493 -0.12168
*
```

=====

--- x ---
C18H24N4O2S | the ωB97M-V functional and the def2-TZVPD basis

Values from the calculation:
highest occupied orbital energy = -7.38 eV
SMILES = CCCCCC(=O)OCCC1=C(C)N2Cc3cnc(C)nc3N=C2S1

ORCA input file:
```
! RIJCOSX wB97M-V def2-TZVPD def2/J DEFGRID3
* xyz 0 1
C -1.50290 2.82079 6.11899
C -0.70267 1.56804 6.08597
C -0.84566 0.92623 4.74298
C 0.15316 -0.25254 4.73279
C 0.60352 -0.56578 3.21518
C -0.63257 -1.20913 2.53487
O -0.92174 -2.35184 2.97585
O -1.25079 -0.51374 1.49923
C -2.49704 -1.10464 0.95837
C -2.22633 -2.19211 -0.02346
C -1.58273 -1.64252 -1.16596
C -0.14172 -1.92024 -1.47514
C 0.83584 -2.88835 -0.73035
N 0.20498 -1.13899 -2.59978
C 1.56268 -1.28627 -3.35679
C 1.67430 -0.13661 -4.42840
C 2.73993 -0.07915 -5.36746
N 2.85685 1.02052 -6.18571
C 1.97133 2.06636 -6.08076
C 1.91524 3.38479 -6.84673
N 0.86630 1.86587 -5.36712
C 0.63606 0.79221 -4.59327
N -0.65900 0.67598 -3.98574
C -0.76350 -0.26893 -3.03665
S -2.32926 -0.51313 -2.27809
H -0.96638 3.71108 5.79947
H -2.43971 2.69369 5.46387
H -1.86770 3.13249 7.10515
H -1.03084 0.84346 6.94516
H 0.38039 1.81076 6.34556
H -1.86661 0.52373 4.63195
H -0.53319 1.65103 3.94127
H 0.98909 0.00354 5.44297
H -0.37907 -0.99128 5.22626
H 1.49271 -1.11242 2.99399
H 0.73389 0.36897 2.66783
H -3.00909 -1.51590 1.85928
H -3.15592 -0.42680 0.44922
H -1.63467 -2.88946 0.43553
H -3.16936 -2.56584 -0.36421
H 0.86361 -3.79926 -1.29055
H 0.44529 -3.04280 0.35073
H 1.83089 -2.38607 -0.85976
H 2.40015 -0.96550 -2.71456
H 1.74666 -2.40082 -3.61526
H 3.56127 -0.84694 -5.19310
H 2.56756 3.35304 -7.69844
H 2.18543 4.09386 -6.14616
H 0.89132 3.70061 -7.11906
*
```

=====

Least stable = x

=====

--- w ---
C13H15N3O2 | the ωB97M-V functional and the def2-TZVPD basis

Values from the calculation:
highest occupied orbital energy = -8.06 eV
SMILES = CCOC(=O)/C(C#N)=C/N=c1\ccc(C)cn1C

ORCA input file:
```
! RIJCOSX wB97M-V def2-TZVPD def2/J DEFGRID3
* xyz 0 1
C -2.70793 0.84209 -5.11886
C -3.59554 -0.00515 -4.19368
O -3.44062 0.27845 -2.73899
C -2.23165 0.20847 -2.13174
O -1.34214 -0.45760 -2.58395
C -1.99833 0.71716 -0.79447
C -2.97837 0.98045 0.22358
N -3.64185 1.13671 1.15171
C -0.66990 0.80585 -0.41847
N -0.21692 0.90861 0.87237
C 0.73985 0.17346 1.37544
C 1.27643 -0.96610 0.66071
C 2.33958 -1.65411 1.05511
C 2.89354 -1.34125 2.43926
C 4.17425 -2.01371 2.83662
C 2.46145 -0.23887 3.08947
N 1.33781 0.54400 2.57932
C 0.73489 1.64178 3.44857
H -2.34501 1.72466 -4.56469
H -1.79165 0.22749 -5.34757
H -3.14068 1.09598 -6.03499
H -3.30308 -1.02933 -4.48139
H -4.67654 0.24393 -4.39302
H 0.17113 0.72354 -1.13421
H 0.69982 -1.33311 -0.21540
H 2.82980 -2.35517 0.43578
H 4.89026 -2.16836 1.92572
H 4.80494 -1.42815 3.49720
H 3.97306 -2.98435 3.26759
H 2.91938 0.10365 4.06131
H 1.09529 2.59582 3.26419
H 1.05469 1.40450 4.52010
H -0.31594 1.61867 3.44737
*
```

=====

--- x ---
C13H15N3O2 | the ωB97M-V functional and the def2-TZVPD basis

Values from the calculation:
highest occupied orbital energy = -8.40 eV
SMILES = CCn1nccc1C(=O)Nc1ccccc1OC

ORCA input file:
```
! RIJCOSX wB97M-V def2-TZVPD def2/J DEFGRID3
* xyz 0 1
C -0.10012 2.29714 -3.25318
C 0.91034 1.15404 -3.22337
N 0.25170 -0.11857 -3.08647
N 0.03888 -0.85418 -4.15997
C -0.60970 -1.93499 -3.75857
C -0.82919 -1.89345 -2.38343
C -0.26016 -0.69267 -1.96789
C -0.13741 -0.10149 -0.62510
O 0.50229 0.90301 -0.38292
N -0.83037 -0.79539 0.32623
C -0.83737 -0.46731 1.69374
C -2.04050 -0.37290 2.37494
C -2.06864 -0.02897 3.71505
C -0.88233 0.23294 4.37354
C 0.32950 0.11837 3.71301
C 0.37531 -0.25476 2.37440
O 1.51202 -0.48167 1.67113
C 2.74587 -0.14670 2.25449
H 0.41341 3.23491 -3.44429
H -0.83592 2.13179 -4.03701
H -0.60685 2.36989 -2.29440
H 1.46567 1.11179 -4.16269
H 1.59409 1.28887 -2.38338
H -0.88947 -2.69375 -4.46170
H -1.31433 -2.64301 -1.79070
H -1.50955 -1.47480 0.02025
H -2.96061 -0.56158 1.84044
H -3.01158 0.04449 4.23418
H -0.89137 0.51892 5.41449
H 1.24208 0.30728 4.25556
H 2.78102 0.90969 2.53630
H 3.49360 -0.33798 1.48651
H 2.95968 -0.76894 3.13079
*
```

=====

Least stable = w

=====

--- w ---
C2H8O3 | the ωB97M-V functional and the def2-TZVPD basis

Values from the calculation:
highest occupied orbital energy = -9.17 eV
SMILES = C=CO.O.O

ORCA input file:
```
! RIJCOSX wB97M-V def2-TZVPD def2/J DEFGRID3
* xyz 0 1
C 2.80948 0.25199 1.47499
C 2.32364 0.77308 0.34163
O 1.25420 0.11622 -0.27116
H 2.06783 -0.08548 2.21169
H 3.85315 0.16253 1.75161
H 2.75609 1.54807 -0.29245
H 0.68199 0.75580 -0.70883
O -3.32671 0.90652 -0.01310
H -4.13812 0.42260 0.16496
H -2.65123 0.22228 0.02533
O -1.73660 -1.73303 -1.27120
H -1.91483 -2.36863 -0.56797
H -0.97670 -1.28450 -0.86839
*
```

=====

--- x ---
C2H8O3 | the ωB97M-V functional and the def2-TZVPD basis

Values from the calculation:
highest occupied orbital energy = -8.92 eV
SMILES = C=CO.O.O

ORCA input file:
```
! RIJCOSX wB97M-V def2-TZVPD def2/J DEFGRID3
* xyz 0 1
C -0.50627 1.59368 1.59714
C 0.30614 2.42242 0.96356
O 0.52197 2.23403 -0.38768
H -0.94406 1.81112 2.55977
H -0.73953 0.59109 1.24121
H 0.66193 3.35948 1.38665
H 0.80588 1.33155 -0.55681
O -0.18165 -0.46853 -1.43197
H -1.01345 -0.33780 -0.97601
H 0.09119 -1.39277 -1.43212
O 0.21024 -3.35781 -1.08701
H -0.18021 -3.96278 -0.42061
H 0.96783 -3.82367 -1.45613
*
```

=====

--- y ---
C2H8O3 | the ωB97M-V functional and the def2-TZVPD basis

Values from the calculation:
highest occupied orbital energy = -8.18 eV

ORCA input file:
```
! RIJCOSX wB97M-V def2-TZVPD def2/J DEFGRID3
* xyz 0 1
C 0.10281 -1.79923 -0.00523
O -1.21317 -0.97020 -0.58027
O 0.66967 -1.15184 0.99143
H 0.75585 0.04566 0.78556
H -1.83947 -0.97694 0.15316
H 0.68314 -1.81948 -0.93530
H -0.29895 -2.78040 0.26509
C 0.67307 1.51723 0.34325
O -0.24091 1.33516 -0.88342
H -0.82129 0.31450 -0.78610
H 0.10681 1.94519 1.16683
H 1.60437 1.97869 0.04392
H -0.18193 2.36166 -0.55891
*
```

=====

Least stable = y